Below is a structure of composition C25H13Cl72FN2O in a non-equilibrium geometry, with properties calculated with ωB97M-V/def2-TZVPD.

Values from the calculation:
E   -34378.49389 hartree
Net charge   0
Molecular weight   2929.0 Da

Last column: Mulliken charge in e.
Element x y z (Å)
C -0.6989 -3.1676 -2.3239  -0.76
C 0.7311 -3.3152 -1.5801  0.76
F 1.7054 -3.2418 -2.6558  -0.38
C 0.8485 -2.0876 -0.5746  -0.95
C 1.7612 -2.3840 0.7233  -0.04
C 1.3053 -3.5562 1.7192  0.90
C 0.3093 -2.9149 2.8337  -0.41
N -1.1454 -2.8621 2.4978  -0.51
N 0.7616 -1.4980 2.9094  -0.14
C 1.3770 -1.0965 1.6455  0.22
O 1.5453 0.0893 1.3013  -0.60
H -1.4890 -2.8597 -1.5490  0.35
H -0.5847 -2.2516 -3.0188  0.02
H -0.9794 -4.1060 -2.8937  0.23
H 0.8269 -4.3377 -1.0724  -0.02
H -0.1903 -1.8350 -0.1569  0.21
H 1.2436 -1.1357 -1.0590  0.36
H 2.8813 -2.3329 0.5379  0.48
H 2.0935 -4.0644 2.3666  0.38
H 0.6722 -4.2159 1.0426  -1.02
H 0.4263 -3.2728 3.9086  0.39
H -1.3568 -3.6466 1.8706  0.33
H -1.2865 -2.0053 1.9305  0.34
H 1.4729 -1.2499 3.6083  0.08
C 2.7423 0.9952 6.3203  0.09
Cl 2.9525 -0.2295 5.0459  -0.20
Cl 1.1066 0.8712 6.9981  -0.07
Cl 3.9385 0.7259 7.6044  0.01
Cl 2.9725 2.6119 5.6232  0.03
C 6.7942 3.2472 8.6673  0.21
Cl 5.3777 3.1880 7.6004  0.04
Cl 6.5061 2.2144 10.0903  -0.13
Cl 8.2194 2.6635 7.7818  0.02
Cl 7.0705 4.9193 9.1987  -0.10
C -1.5887 -1.0390 -5.8738  0.38
Cl -2.8047 -1.2125 -7.1543  -0.06
Cl -0.3947 -2.3465 -6.0059  -0.07
Cl -0.7721 0.5281 -6.0437  -0.09
Cl -2.3836 -1.1240 -4.2867  -0.11
C 10.7326 0.4635 10.0679  0.26
Cl 11.0583 0.1925 8.3415  -0.10
Cl 10.6072 -1.1009 10.8988  -0.11
Cl 12.0566 1.4070 10.7811  -0.06
Cl 9.2065 1.3532 10.2426  -0.01
C 1.8079 6.3582 4.0542  0.28
Cl 3.2815 5.5738 4.6606  -0.06
Cl 0.9008 5.2107 3.0493  -0.05
Cl 0.8027 6.8660 5.4279  -0.11
Cl 2.2537 7.7770 3.0844  -0.08
C -3.0480 -5.2619 -7.3073  0.21
Cl -1.6889 -5.2428 -6.1644  -0.07
Cl -3.6306 -6.9289 -7.5037  -0.06
Cl -4.3642 -4.2471 -6.6795  -0.06
Cl -2.5069 -4.6316 -8.8772  -0.04
C -1.7987 7.9321 1.8873  0.38
Cl -2.7915 9.2342 1.2002  -0.09
Cl -2.8054 6.4919 2.1413  -0.10
Cl -0.4794 7.5424 0.7650  -0.09
Cl -1.1210 8.4623 3.4441  -0.06
C -5.6697 1.9390 -4.4688  0.29
Cl -4.3643 0.7411 -4.3273  0.00
Cl -6.6249 1.9551 -2.9713  -0.11
Cl -4.9697 3.5483 -4.7415  -0.11
Cl -6.7197 1.5110 -5.8361  -0.11
C 1.8060 -3.0083 9.0125  0.29
Cl 3.1605 -3.0583 10.1596  -0.10
Cl 1.1575 -4.6464 8.7900  -0.11
Cl 0.5312 -1.9481 9.6476  -0.10
Cl 2.3753 -2.3795 7.4527  0.02
C -4.7979 11.9280 3.4645  0.27
Cl -3.5130 10.7079 3.5617  0.01
Cl -5.7208 11.9408 4.9834  -0.11
Cl -4.0747 13.5276 3.1947  -0.07
Cl -5.8859 11.5346 2.1164  -0.11
C -6.0061 -6.7592 -10.6814  0.21
Cl -7.6257 -6.4445 -11.3405  -0.01
Cl -5.8994 -8.4493 -10.1458  -0.07
Cl -4.7881 -6.4596 -11.9384  -0.11
Cl -5.7096 -5.6828 -9.3021  0.01
C 15.9726 1.5171 9.6329  0.32
Cl 14.5076 0.8498 8.8859  -0.03
Cl 17.3113 0.3656 9.4455  -0.10
Cl 16.3951 3.0497 8.8420  -0.10
Cl 15.6768 1.8047 11.3607  -0.11
C -9.5409 -3.5286 -13.5621  0.29
Cl -8.5484 -4.0900 -14.9221  -0.05
Cl -10.6514 -4.8228 -13.0651  -0.09
Cl -8.4869 -3.0987 -12.1995  -0.06
Cl -10.4764 -2.1039 -14.0596  -0.10
C -5.1688 -1.6640 -16.0078  0.32
Cl -3.8290 -2.8200 -15.8600  -0.09
Cl -6.1115 -1.6558 -14.5039  -0.02
Cl -4.5186 -0.0393 -16.3088  -0.10
Cl -6.2166 -2.1421 -17.3598  -0.10
C -9.6658 -9.8016 -8.2446  0.30
Cl -8.1571 -10.5149 -7.6367  -0.10
Cl -10.5263 -10.9952 -9.2385  -0.10
Cl -10.6891 -9.3246 -6.8739  -0.10
Cl -9.2894 -8.3729 -9.2286  0.00
C -2.5878 15.5373 6.4890  0.29
Cl -2.2640 15.4201 8.2317  -0.10
Cl -3.6809 14.2278 5.9978  0.00
Cl -3.3438 17.1040 6.1317  -0.10
Cl -1.0605 15.3993 5.5929  -0.10
C 8.5760 1.1683 4.0396  0.19
Cl 8.7658 -0.0484 2.7604  -0.11
Cl 6.9454 1.0489 4.7332  0.06
Cl 9.7833 0.8830 5.3116  -0.04
Cl 8.8106 2.7894 3.3548  -0.09
C -1.0066 -7.3527 0.1078  0.26
Cl -1.7159 -8.4162 1.3387  -0.10
Cl -1.2118 -5.6575 0.6009  -0.11
Cl 0.7239 -7.7114 -0.0610  -0.10
Cl -1.8216 -7.6180 -1.4467  -0.08

Atoms 1-2, force components in eV/Å:
C 0.98 0.78 0.54
C -1.67 0.70 -0.89